1.
# C45H31N8O3S3Ti

A molecular structure, C45H31N8O3S3Ti (wB97M-V/def2-TZVPD, the OMol25 dataset).

The total charge is +1. The calculation puts the electronic energy at -120852.5222 eV. The value obtained for the HOMO-LUMO gap (spin up / spin down) is 5.4 / 7.2 eV. As for the HOMO energy (spin up / spin down): -8.6 / -10.5 eV. As for the energy relative to the best compared isomer or geometry (same formula, charge and spin): 0.000 eV. The calculation puts the LUMO energy (spin up / spin down) at -0.1169 / -0.1223 Ha. The spin multiplicity is 3.

```
91
C45H31N8O3S3Ti wB97M-V/def2-TZVPD
Ti 0.46 0.28 -0.10
C 0.43 -0.91 4.23
C 1.00 -0.67 3.00
N 0.54 0.30 2.20
C -0.49 1.02 2.65
C -1.07 0.74 3.89
N -0.61 -0.21 4.68
C -0.99 2.08 1.74
C -2.02 2.93 2.05
C -2.45 3.87 1.09
C -1.79 3.90 -0.13
C -0.76 3.00 -0.37
N -0.37 2.10 0.54
C -0.07 2.85 -1.64
C -0.11 3.76 -2.71
N 0.55 3.57 -3.83
C 1.27 2.44 -3.92
C 1.33 1.53 -2.89
N 0.67 1.73 -1.74
C -3.57 4.78 1.38
C -4.51 5.10 0.41
C -5.55 5.96 0.74
N -5.69 6.52 1.93
C -4.79 6.22 2.86
C -3.72 5.36 2.64
H 0.82 -1.69 4.88
H 1.84 -1.26 2.63
H -1.93 1.30 4.24
H -2.54 2.87 2.99
H -2.10 4.60 -0.89
H -0.69 4.67 -2.62
H 1.81 2.27 -4.84
H 1.90 0.62 -2.98
H -4.47 4.66 -0.58
H -6.29 6.21 -0.01
H -4.92 6.68 3.83
H -3.01 5.18 3.43
S 4.43 4.61 -0.10
C 5.82 5.57 0.11
C 6.95 4.82 0.25
C 6.67 3.43 0.22
C 5.34 3.15 0.06
C 4.71 1.84 -0.01
C 3.30 1.72 0.06
N 2.67 0.57 -0.01
C 3.38 -0.57 -0.13
C 4.78 -0.57 -0.20
C 5.49 -1.82 -0.30
C 4.82 -2.99 -0.32
C 3.38 -3.02 -0.26
C 2.65 -4.22 -0.28
C 1.26 -4.19 -0.24
C 0.65 -2.92 -0.18
N 1.32 -1.79 -0.16
C 2.67 -1.82 -0.19
C 0.44 -5.39 -0.28
C 0.83 -6.67 -0.59
C -0.24 -7.60 -0.57
C -1.42 -7.01 -0.25
S -1.25 -5.34 0.04
C 5.43 0.67 -0.14
H 5.74 6.65 0.10
H 7.93 5.24 0.39
H 7.43 2.67 0.35
H 2.68 2.60 0.16
H 6.57 -1.80 -0.35
H 5.35 -3.93 -0.39
H 3.18 -5.16 -0.32
H -0.43 -2.83 -0.16
H 1.85 -6.94 -0.84
H -0.13 -8.65 -0.79
H -2.39 -7.48 -0.17
H 6.51 0.69 -0.21
C -5.35 -5.55 -1.55
C -4.50 -4.32 -1.41
C -3.67 -3.90 -2.45
C -2.91 -2.75 -2.33
C -2.98 -2.00 -1.16
C -3.79 -2.40 -0.12
C -4.55 -3.55 -0.25
S -2.01 -0.54 -1.05
O -2.81 0.60 -1.37
O -0.80 -0.73 -1.87
O -1.48 -0.53 0.36
H -4.97 -6.21 -2.33
H -6.37 -5.28 -1.82
H -5.40 -6.11 -0.62
H -3.61 -4.49 -3.36
H -2.25 -2.45 -3.13
H -3.83 -1.82 0.80
H -5.18 -3.87 0.57
```

Atom charges from the Mulliken analysis, given in e for atoms 1 to 6:
1. Ti -0.388
2. C -0.651
3. C -0.284
4. N 0.197
5. C -0.312
6. C -0.308


2.
# C45H33BrClCsN5O2PS

A molecular structure, C45H33BrClCsN5O2PS at a distorted geometry (wB97M-V/def2-TZVPD, the OMol25 dataset).

The total charge is 0. The calculation puts the electronic energy at -161985.2104 eV. The value obtained for the HOMO-LUMO gap is 8.1 eV. As for the HOMO energy: -7.8 eV. As for the energy relative to the best compared isomer or geometry (same formula, charge and spin): 0.895 eV. The calculation puts the LUMO energy at 0.0081 Ha.

```
90
C45H33BrClCsN5O2PS wB97M-V/def2-TZVPD
Cs 0.81 0.54 -0.61
N 1.78 -4.23 1.64
C 2.97 -3.74 2.14
C 4.11 -4.37 2.65
C 5.14 -3.54 3.05
C 5.04 -2.14 2.96
C 3.90 -1.53 2.46
C 2.85 -2.36 2.06
N 1.62 -2.01 1.51
C 1.03 -3.15 1.26
C -0.28 -3.27 0.60
C -0.89 -4.42 0.21
S -2.36 -4.05 -0.58
C -2.05 -2.38 -0.33
N -0.95 -2.11 0.30
H 1.56 -5.20 1.47
H 4.20 -5.45 2.71
H 6.05 -3.97 3.44
H 5.88 -1.52 3.26
H 3.82 -0.46 2.36
H -0.56 -5.44 0.32
H -2.73 -1.61 -0.69
Cl 0.77 1.40 2.28
C -0.09 2.19 3.57
C 0.42 3.36 4.10
C -0.25 3.96 5.16
C -1.41 3.37 5.66
C -1.88 2.18 5.11
C -1.23 1.56 4.05
P -1.84 0.06 3.16
C -3.41 -0.30 4.04
C -4.59 0.10 3.42
C -5.82 -0.10 4.04
C -5.88 -0.71 5.28
C -4.71 -1.13 5.90
C -3.48 -0.93 5.29
C -0.73 -1.28 3.76
C -1.10 -2.59 3.44
C -0.28 -3.65 3.78
C 0.94 -3.42 4.41
C 1.31 -2.12 4.72
C 0.48 -1.06 4.41
H 1.32 3.78 3.69
H 0.13 4.87 5.59
H -1.93 3.82 6.49
H -2.79 1.74 5.51
H -4.54 0.57 2.44
H -6.73 0.22 3.54
H -6.84 -0.88 5.76
H -4.75 -1.62 6.87
H -2.57 -1.26 5.78
H -2.03 -2.78 2.93
H -0.58 -4.66 3.53
H 1.60 -4.25 4.65
H 2.27 -1.93 5.21
H 0.78 -0.05 4.67
C -3.62 3.02 -0.52
C -3.98 3.26 -1.83
C -3.36 2.54 -2.84
C -2.38 1.62 -2.51
N -2.02 1.39 -1.24
C -2.63 2.07 -0.28
C -1.65 0.80 -3.53
C -1.42 1.26 -4.82
C -0.71 0.46 -5.70
C -0.25 -0.77 -5.27
C -0.53 -1.15 -3.97
N -1.22 -0.40 -3.12
H -4.08 3.56 0.31
H -4.75 3.98 -2.07
H -3.65 2.69 -3.88
H -2.32 1.84 0.73
H -1.75 2.25 -5.12
H -0.51 0.81 -6.71
H 0.32 -1.42 -5.93
H -0.17 -2.10 -3.58
Br 3.42 -3.55 -1.42
C 4.82 -2.38 -0.87
C 6.02 -3.01 -0.57
C 7.11 -2.26 -0.14
C 6.98 -0.89 0.02
C 5.76 -0.29 -0.26
C 4.66 -1.01 -0.72
C 3.40 -0.20 -1.03
O 2.60 -0.66 -1.88
O 3.25 0.88 -0.39
H 6.10 -4.08 -0.69
H 8.05 -2.76 0.08
H 7.81 -0.30 0.38
H 5.63 0.78 -0.12
```

Atom charges from the Mulliken analysis, given in e for atoms 1 to 6:
1. Cs 1.473
2. N 0.545
3. C 0.227
4. C -1.388
5. C -0.672
6. C -0.950


3.
# C45H33F3IrNO3P2S6

A molecular structure, C45H33F3IrNO3P2S6 (wB97M-V/def2-TZVPD, the OMol25 dataset).

The total charge is -1. The calculation puts the electronic energy at -149418.9223 eV. The value obtained for the HOMO-LUMO gap (spin up / spin down) is 6.8 / 7.0 eV. As for the HOMO energy (spin up / spin down): -4.7 / -5.2 eV. As for the energy relative to the best compared isomer or geometry (same formula, charge and spin): 0.262 eV. The calculation puts the LUMO energy (spin up / spin down) at 0.0795 / 0.0650 Ha. The spin multiplicity is 2.

```
94
C45H33F3IrNO3P2S6 wB97M-V/def2-TZVPD
Ir -0.19 -0.76 -1.85
S 2.20 2.92 -2.36
P 1.42 2.05 -0.78
C -0.05 1.10 -1.07
P -1.61 1.96 -1.35
S -2.22 2.07 -3.21
C -2.77 1.10 -0.22
C -2.31 0.55 0.98
C -3.20 0.06 1.91
C -4.57 0.10 1.65
C -5.03 0.61 0.44
C -4.13 1.11 -0.49
C -1.62 3.66 -0.67
C -1.04 4.66 -1.45
C -1.06 5.98 -1.03
C -1.70 6.32 0.16
C -2.30 5.33 0.92
C -2.26 4.00 0.51
C 2.64 1.02 0.10
C 2.24 0.23 1.17
C 3.18 -0.45 1.93
C 4.53 -0.34 1.62
C 4.93 0.45 0.56
C 3.99 1.13 -0.21
C 1.14 3.25 0.59
C 0.38 2.93 1.71
C 0.31 3.79 2.79
C 1.00 4.99 2.76
C 1.76 5.33 1.65
C 1.83 4.46 0.56
H -1.24 0.46 1.15
H -2.83 -0.38 2.83
H -5.27 -0.29 2.38
H -6.09 0.61 0.23
H -4.47 1.51 -1.44
H -0.56 4.39 -2.39
H -0.59 6.74 -1.63
H -1.72 7.35 0.48
H -2.80 5.59 1.85
H -2.72 3.24 1.12
H 1.19 0.12 1.40
H 2.85 -1.08 2.75
H 5.26 -0.87 2.21
H 5.98 0.54 0.31
H 4.29 1.75 -1.04
H -0.17 2.00 1.74
H -0.30 3.53 3.64
H 0.94 5.67 3.60
H 2.29 6.27 1.61
H 2.40 4.71 -0.32
F 2.84 -1.73 -6.19
C 3.48 -0.86 -5.38
F 4.79 -0.96 -5.67
F 3.09 0.37 -5.74
C 3.22 -1.15 -3.93
C 4.16 -1.83 -3.17
C 3.89 -2.16 -1.85
C 2.67 -1.79 -1.31
N 1.78 -1.12 -2.03
C 2.00 -0.81 -3.34
S 0.56 -0.09 -3.96
H 5.11 -2.10 -3.62
H 4.61 -2.70 -1.24
H 2.38 -2.02 -0.30
O -2.27 -1.00 -2.38
C -2.02 -2.15 -2.84
O -0.85 -2.61 -2.79
H -2.82 -2.74 -3.29
O -0.40 -1.60 0.09
C -0.77 -2.84 0.59
C -2.08 -3.41 0.05
C -3.25 -2.73 -0.12
C -4.34 -3.57 -0.48
C -3.98 -4.88 -0.57
S -2.32 -5.10 -0.21
C 0.37 -3.86 0.42
C 1.17 -4.39 1.39
C 2.18 -5.26 0.87
C 2.11 -5.37 -0.48
S 0.83 -4.44 -1.14
C -1.01 -2.64 2.09
C -1.93 -3.21 2.92
C -1.86 -2.72 4.25
C -0.89 -1.78 4.41
S -0.06 -1.48 2.94
H -3.31 -1.66 0.00
H -5.33 -3.20 -0.69
H -4.60 -5.72 -0.84
H 1.05 -4.17 2.44
H 2.91 -5.77 1.48
H 2.74 -5.96 -1.13
H -2.64 -3.95 2.58
H -2.51 -3.05 5.05
H -0.62 -1.24 5.31
```

Atom charges from the Mulliken analysis, given in e for atoms 1 to 6:
1. Ir 1.178
2. S -0.483
3. P 1.906
4. C -0.760
5. P 1.989
6. S -0.527


4.
# C45H34CsN6O2P2Se2

A molecular structure, C45H34CsN6O2P2Se2 at a distorted geometry (wB97M-V/def2-TZVPD, the OMol25 dataset).

The total charge is -1. The calculation puts the electronic energy at -210075.9499 eV. The value obtained for the HOMO-LUMO gap is 7.6 eV. As for the HOMO energy: -5.5 eV. As for the energy relative to the best compared isomer or geometry (same formula, charge and spin): 0.000 eV. The calculation puts the LUMO energy at 0.0768 Ha.

```
92
C45H34CsN6O2P2Se2 wB97M-V/def2-TZVPD
Cs -0.70 -0.22 0.28
Se -1.14 5.01 6.29
P -1.78 5.19 4.28
C -1.15 6.74 3.53
C -0.14 7.45 4.15
C 0.32 8.64 3.60
C -0.25 9.12 2.42
C -1.27 8.40 1.80
C -1.72 7.22 2.35
C -3.59 5.44 4.25
C -4.09 6.53 4.96
C -5.45 6.77 5.01
C -6.32 5.91 4.35
C -5.83 4.82 3.65
C -4.46 4.58 3.60
C -1.50 3.90 3.06
C -1.04 2.57 2.98
N -1.28 2.17 1.71
N -1.85 3.17 1.06
N -1.99 4.21 1.85
P -0.34 1.33 4.07
Se 0.74 -0.23 3.16
C -1.74 0.71 5.07
C -1.82 -0.65 5.37
C -2.88 -1.12 6.13
C -3.85 -0.25 6.60
C -3.77 1.11 6.30
C -2.72 1.58 5.53
C 0.76 2.19 5.21
C 0.81 1.86 6.56
C 1.75 2.47 7.38
C 2.65 3.38 6.85
C 2.62 3.69 5.50
C 1.68 3.09 4.67
H 0.29 7.07 5.07
H 1.11 9.19 4.09
H 0.11 10.04 1.99
H -1.70 8.78 0.89
H -2.50 6.64 1.86
H -3.39 7.18 5.49
H -5.83 7.61 5.56
H -7.39 6.09 4.38
H -6.51 4.14 3.14
H -4.07 3.74 3.04
H -1.06 -1.32 4.99
H -2.95 -2.18 6.36
H -4.67 -0.62 7.19
H -4.52 1.80 6.65
H -2.65 2.63 5.32
H 0.10 1.15 6.96
H 1.77 2.23 8.44
H 3.37 3.86 7.50
H 3.32 4.40 5.08
H 1.64 3.31 3.61
O 1.00 -2.94 -2.89
C 0.31 -2.09 -2.31
O 0.02 -1.99 -1.09
C -0.29 -0.98 -3.23
C -0.10 -1.11 -4.63
C -0.63 -0.18 -5.46
C -1.34 0.92 -4.92
C -1.92 1.94 -5.70
C -2.58 2.98 -5.12
C -2.68 3.05 -3.71
C -2.14 2.07 -2.93
C -1.46 0.98 -3.51
N -0.94 0.02 -2.69
H 0.47 -1.96 -4.97
H -0.51 -0.24 -6.54
H -1.82 1.88 -6.78
H -3.01 3.77 -5.72
H -3.20 3.88 -3.26
H -2.20 2.13 -1.84
N 3.29 0.93 0.26
C 3.71 1.77 -0.73
C 4.99 1.75 -1.25
C 5.40 2.68 -2.21
C 4.55 3.65 -2.67
C 3.23 3.71 -2.18
C 2.28 4.67 -2.59
C 1.02 4.66 -2.07
C 0.69 3.68 -1.11
N 1.54 2.77 -0.70
C 2.80 2.77 -1.20
H 3.78 0.06 0.40
H 2.30 0.92 0.45
H 5.69 0.99 -0.90
H 6.41 2.63 -2.59
H 4.86 4.36 -3.43
H 2.58 5.41 -3.33
H 0.28 5.38 -2.37
H -0.30 3.64 -0.67
```

Atom charges from the Mulliken analysis, given in e for atoms 1 to 6:
1. Cs 1.211
2. Se -0.332
3. P 1.060
4. C 0.568
5. C -0.437
6. C -0.664


5.
# C45H34N4O2

A single C45H34N4O2 molecule at a distorted geometry (wB97M-V/def2-TZVPD, the OMol25 dataset).

The total charge is 0. The calculation puts the electronic energy at -57268.6807 eV. The value obtained for the HOMO-LUMO gap is 6.8 eV. As for the HOMO energy: -7.7 eV. As for the energy relative to the best compared isomer or geometry (same formula, charge and spin): 0.000 eV. The calculation puts the LUMO energy at -0.0347 Ha. Its structure (SMILES) is N#C[C@@H](c1ccc([N+](=O)[O-])cc1)C(c1ccc(N(c2ccccc2)c2ccccc2)cc1)c1ccc(N(c2ccccc2)c2ccccc2)cc1.

```
85
C45H34N4O2 wB97M-V/def2-TZVPD
C 2.52 -1.30 -0.81
C 3.86 -0.70 -0.68
N 4.94 -0.27 -0.61
C 2.74 -2.78 -1.09
C 1.95 -3.43 -2.05
C 2.10 -4.79 -2.28
C 3.07 -5.49 -1.55
N 3.00 -6.91 -1.52
O 3.83 -7.53 -0.82
O 2.10 -7.47 -2.17
C 3.90 -4.84 -0.61
C 3.69 -3.50 -0.34
H 2.02 -0.87 -1.69
H 1.19 -2.86 -2.58
H 1.45 -5.33 -2.97
H 4.64 -5.43 -0.08
H 4.28 -2.99 0.43
C 3.08 6.96 -2.84
C 4.13 6.37 -2.13
C 3.86 5.61 -0.99
C 2.54 5.46 -0.55
N 2.29 4.73 0.64
C 2.10 5.49 1.84
C 0.81 5.92 2.16
C 0.63 6.79 3.24
C 1.73 7.19 4.01
C 3.01 6.75 3.67
C 3.20 5.91 2.58
C 2.11 3.33 0.62
C 2.79 2.54 1.56
C 2.70 1.15 1.47
C 1.82 0.58 0.54
C 1.71 -0.95 0.42
C 0.27 -1.47 0.48
C -0.02 -2.81 0.17
C -1.31 -3.19 -0.14
C -2.39 -2.38 0.26
N -3.71 -2.81 0.09
C -4.81 -2.35 0.88
C -5.80 -1.55 0.28
C -6.93 -1.18 1.01
C -7.12 -1.65 2.32
C -6.15 -2.48 2.89
C -4.99 -2.80 2.19
C -4.00 -3.74 -0.96
C -4.32 -5.07 -0.64
C -4.53 -5.99 -1.67
C -4.53 -5.56 -3.01
C -4.29 -4.22 -3.31
C -4.00 -3.31 -2.29
C -2.11 -1.14 0.87
C -0.79 -0.68 0.95
C 1.12 1.37 -0.37
C 1.31 2.75 -0.37
C 1.50 6.11 -1.22
C 1.77 6.83 -2.38
H 3.29 7.52 -3.75
H 5.16 6.49 -2.45
H 4.66 5.13 -0.41
H -0.03 5.59 1.55
H -0.38 7.14 3.48
H 1.58 7.86 4.86
H 3.88 7.07 4.26
H 4.20 5.57 2.28
H 3.43 3.01 2.30
H 3.32 0.52 2.10
H 2.22 -1.42 1.28
H 0.78 -3.54 0.14
H -1.50 -4.13 -0.67
H -5.66 -1.22 -0.75
H -7.68 -0.53 0.55
H -8.02 -1.37 2.88
H -6.31 -2.88 3.89
H -4.22 -3.44 2.64
H -4.36 -5.38 0.41
H -4.69 -7.04 -1.44
H -4.71 -6.27 -3.81
H -4.31 -3.86 -4.34
H -3.78 -2.26 -2.49
H -2.93 -0.53 1.24
H -0.60 0.31 1.36
H 0.46 0.91 -1.10
H 0.81 3.38 -1.10
H 0.49 6.02 -0.82
H 0.95 7.30 -2.92
```

Atom charges from the Mulliken analysis, given in e for atoms 1 to 6:
1. C 0.634
2. C -0.207
3. N -0.656
4. C -0.426
5. C 0.072
6. C -0.587